This record from the Open Molecules 2025 dataset describes a 2-piece molecular cluster, C30H44FN2O3S overall. The level of theory is ωB97M-V with the def2-TZVPD basis set.

The geometry in XYZ format:
```
81
C30H44FN2O3S (ωB97M-V with the def2-TZVPD basis set)
S 3.8120 -0.3601 -1.8467
F 5.1935 -5.0667 1.8777
O 6.5658 4.0519 -4.1186
O 6.3496 4.4646 -2.7837
O 6.0517 -0.2673 -5.6412
N 1.3110 1.4320 -1.3757
N -4.9034 0.0780 1.5004
C 1.6155 0.4510 -0.4026
C -2.4018 -1.2417 -0.3398
C 2.3609 1.9531 -2.1786
C 0.7456 0.3325 0.6792
C 4.5232 -0.1656 -5.4700
C 5.5540 -0.2207 -4.3755
C 4.3110 3.1051 -3.8323
C 4.2466 -4.1300 2.2631
C -5.1815 -1.4354 4.5699
C 4.1132 -2.3249 0.4453
C 4.6812 -2.7518 1.8056
C -5.2890 -1.9639 3.1329
C 2.1837 3.2244 -2.7105
C -3.2105 0.0532 -0.4727
C -3.7552 -1.1480 5.0341
C 3.1431 3.7941 -3.5268
C 4.5251 1.8233 -3.3035
C -4.4964 -1.2853 2.0202
C -3.7123 0.7112 0.8058
C 3.5323 1.2733 -2.4891
C 0.9531 -0.6302 1.6552
C 5.8018 1.0988 -3.6212
C 2.0378 -1.4927 1.5917
C -5.3768 1.0371 2.5749
C -6.9053 0.9397 2.6340
C 5.3040 3.7845 -4.7420
C 2.7036 -0.4191 -0.4641
C 2.9316 -1.3868 0.5231
C -6.0833 0.0128 0.5583
C -7.3154 0.0583 1.4448
H 0.4900 1.2031 -1.9153
H -1.7935 -1.3875 -1.2312
H -4.0292 1.7241 0.5621
H -6.0129 -0.8787 -0.0583
H 4.2763 -1.1723 -5.7728
H 4.3946 0.6936 -6.1036
H 4.9003 -1.9101 -0.1730
H -7.2641 0.5280 3.5746
H -5.6158 -2.1889 5.2282
H -5.0935 2.0362 2.2537
H -7.5924 -0.9391 1.7762
H -4.0280 -0.0847 -1.1830
H 1.2916 3.7892 -2.4876
H 3.2954 -4.4286 1.8277
H -7.3354 1.9358 2.5513
H -6.3369 -2.0809 2.8578
H 2.1702 -2.2421 2.3524
H -3.2403 -0.4278 4.3931
H -2.9197 0.7778 1.5524
H 6.4131 1.6350 -4.3302
H 0.2517 -0.7217 2.4728
H 6.4228 5.4287 -2.8051
H 4.8730 4.7191 -5.1025
H -8.1772 0.4537 0.9119
H 6.3510 0.8318 -2.7210
H -3.0320 -2.1259 -0.2574
H -1.7275 -1.2063 0.5163
H -2.5506 0.7965 -0.9257
H -3.4507 -1.2092 2.3100
H -6.0292 0.9005 -0.0711
H 4.1914 -4.1842 3.3475
H -5.8004 -0.5485 4.7120
H 5.5743 -1.1355 -3.8061
H -3.7650 -0.7288 6.0391
H 3.7758 -3.2226 -0.0778
H -4.8519 0.8332 3.5018
H -4.8966 -2.9851 3.1497
H -4.5472 -1.9359 1.1520
H 4.4962 -2.0041 2.5703
H 5.5278 3.1775 -5.6146
H 2.9857 4.7811 -3.9319
H -3.1583 -2.0610 5.0586
H -0.1164 0.9769 0.7681
H 5.7632 -2.8008 1.7068
```

LUMO level, Ha: -0.086
Charge: +1
Largest force on an atom, eV Å⁻¹: 3.79
E_tot, a.u.: -2002.4217
Orbital gap, eV: 7.1


This record from the Open Molecules 2025 dataset describes C24H32AlF22NO13P as an isolated structure. The level of theory is ωB97M-V with the def2-TZVPD basis set.

The geometry in XYZ format:
```
94
C24H32AlF22NO13P (ωB97M-V with the def2-TZVPD basis set)
P -5.8820 1.5316 0.2278
Al -4.1367 1.8731 1.7779
F -3.1395 0.8824 5.7295
F -1.4994 1.9017 4.7671
F -2.0315 2.1677 -0.4285
F -5.8693 -6.1261 -8.2222
F 2.4059 -1.0130 -7.5453
F 0.0030 -0.3139 0.4995
F 3.3487 2.3063 -1.6991
F -2.6556 -0.3609 0.7261
F 3.3145 4.4678 -1.8455
F -3.0611 3.0317 5.7292
F -1.8318 0.4525 2.5590
F -0.2573 0.7277 -1.3002
F -5.3510 -4.1649 -7.4544
F 5.5146 -0.2426 4.6563
F 5.0014 -0.9749 6.6343
F 0.4205 -1.8403 -7.8528
F 4.9010 3.3461 -2.8114
F 0.9337 1.5466 0.1864
F 5.0599 -2.3442 4.9590
F 2.1652 -3.1199 -7.9684
F -5.2548 -4.5605 -9.5894
F -0.9333 2.5628 1.3833
O -3.2475 -6.5637 -7.6968
O 1.2897 -1.2533 -5.1565
O 2.3901 -0.8180 5.8792
O -5.4055 1.9716 -1.1027
O -1.3076 2.8612 7.8236
O 3.0933 -0.6070 3.7460
O -2.7714 -4.5933 -8.6794
O 1.5557 -3.4823 -5.3501
O -6.5466 0.0434 0.1872
O -1.0464 0.6760 7.3414
O -7.1594 2.4502 0.6635
O 5.5114 2.3365 -0.1779
O 5.1505 4.5360 0.1487
N -3.8424 4.6136 0.6143
C 4.9764 3.5193 -0.4545
C 2.4401 -1.4513 -3.0186
C 1.4998 -2.3802 -5.8130
C -0.2204 0.4944 8.5011
C -3.5777 -5.5344 -8.2070
C -1.3951 1.6348 0.5782
C 1.7473 -0.3518 3.2766
C -5.0393 -5.0917 -8.3741
C 1.3629 1.0927 3.4966
C -1.5105 1.9043 7.1348
C -0.8702 -5.7348 -9.6811
C 3.2445 -0.8173 5.0421
C -1.3587 -4.8467 -8.5571
C -2.3999 0.8096 1.3628
C -1.0629 0.3069 9.7453
C 1.1062 -1.3662 -3.7282
C -3.8960 3.8799 1.9084
C 6.3842 2.2826 0.9660
C -2.3176 1.9320 5.8310
C 4.7262 -1.0949 5.3328
C -0.1602 0.8521 -0.0076
C 5.5935 2.1415 2.2482
C 1.6307 -2.0823 -7.3139
C 4.1124 3.4086 -1.7203
H -4.6547 1.3145 3.1968
H -2.9073 4.6988 0.2561
H 1.3313 1.3277 4.5607
H 2.9786 -2.3571 -3.2986
H 1.0431 -1.0288 3.7576
H 3.0684 -0.6010 -3.2863
H -1.1336 -5.2734 -7.5807
H 1.7553 -0.5878 2.2164
H -5.8930 -0.5767 -0.1565
H -1.6466 1.2011 9.9630
H 4.9693 3.0174 2.4247
H 0.4705 1.3299 8.6067
H 6.2642 2.0174 3.0975
H 7.0154 1.4092 0.8150
H -3.0359 4.1608 2.5075
H 0.3832 1.2923 3.0718
H 0.3712 -0.3977 8.3058
H -0.4281 0.0893 10.6042
H 0.2112 -5.8543 -9.6258
H -4.4645 4.2244 -0.0758
H -7.0632 3.2970 0.2150
H 0.5771 -0.4682 -3.4211
H 2.0923 1.7623 3.0362
H -1.3317 -6.7209 -9.6321
H -0.8762 -3.8742 -8.6073
H -1.1280 -5.3007 -10.6479
H -4.7790 4.2406 2.4328
H 7.0336 3.1569 0.9875
H 0.4706 -2.2185 -3.4943
H -1.7644 -0.5168 9.6084
H 4.9326 1.2755 2.1946
H 2.2933 -1.4538 -1.9393
```

LUMO level, Ha: 0.069
Charge: -1
Largest force on an atom, eV Å⁻¹: 2.88
E_tot, a.u.: -4747.7227
Orbital gap, eV: 6.4


This record from the Open Molecules 2025 dataset describes an isolated ion of composition C6H16N2 and charge -1. The level of theory is ωB97M-V with the def2-TZVPD basis set.

The geometry in XYZ format:
```
24
C6H16N2 (ωB97M-V with the def2-TZVPD basis set)
N -0.1151 0.2783 0.1362
N 2.3047 -1.9936 -0.9383
C 1.9035 -0.5956 -1.0709
C -0.5528 2.4137 1.3067
C 1.3265 -0.0258 0.2252
C -0.9329 -0.8885 -0.2258
C -2.2093 -0.4441 -0.9393
C -0.5620 0.8947 1.3747
H -1.9642 -0.2015 -1.9758
H -1.2433 2.8790 2.0158
H 2.7725 0.0238 -1.3325
H -0.9037 2.7160 0.3156
H 1.7911 0.9414 0.4367
H 1.2364 -0.4682 -1.9326
H 2.1900 -2.4580 -1.8371
H -1.5851 0.5588 1.5591
H -0.3595 -1.5819 -0.8475
H 0.4306 2.8592 1.4591
H 1.7169 -2.4609 -0.2584
H 0.0019 0.5198 2.2402
H -1.1776 -1.4666 0.6537
H -2.9626 -1.2226 -0.9246
H 1.5087 -0.7361 1.0351
H -2.6150 0.4586 -0.4752
```

LUMO level (spin up / spin down), Ha: 0.141 / 0.136
Charge: -1
Multiplicity: 2
Largest force on an atom, eV Å⁻¹: 1.33
E_tot, a.u.: -347.6342
Orbital gap (spin up / spin down), eV: 2.4 / 8.8
Energy relative to the best compared isomer or geometry (same formula, charge and spin), kJ/mol: 63.7


This record from the Open Molecules 2025 dataset describes a 20-piece molecular cluster, C37H71BCl39N2O3 overall. The level of theory is ωB97M-V with the def2-TZVPD basis set.

The geometry in XYZ format:
```
153
C37H71BCl39N2O3 (ωB97M-V with the def2-TZVPD basis set)
Cl -1.7035 -0.2143 10.2316
Cl 3.5867 3.2482 -0.0980
Cl 4.5105 0.1057 -7.6607
Cl 10.0008 1.0165 -2.1924
Cl 11.4707 -1.1004 -0.8295
Cl -5.6115 2.5093 -2.5688
Cl -4.7084 -1.3414 3.7994
Cl 7.8905 7.4736 -3.8917
Cl 5.2523 -9.3394 -4.3531
Cl -9.9832 0.2168 4.8602
Cl 5.2478 5.8016 -2.1262
Cl 3.8992 2.0486 -5.5748
Cl 8.3222 6.6714 0.4190
Cl 2.8873 -0.2900 -12.6938
Cl -2.4050 3.8847 5.2263
Cl -6.6958 -4.3304 7.4964
Cl 0.6633 -1.1753 5.5167
Cl -3.9443 -1.2755 -5.1737
Cl -6.4190 1.7225 2.2192
Cl 3.5324 -8.1418 -6.3797
Cl -11.4474 1.8457 2.9362
Cl 10.0613 7.9860 -2.0144
Cl 3.7579 3.3363 4.4940
Cl -16.8975 1.9411 2.4439
Cl -8.1601 -2.7014 5.5724
Cl -3.2442 -2.9704 5.7234
Cl -2.5519 -0.0827 7.4455
Cl 3.7305 0.6525 3.3557
Cl 2.2459 -5.6260 -2.8263
Cl -14.3835 1.2671 3.7570
Cl 1.0726 3.9222 -1.4111
Cl -8.3733 -0.4161 1.8931
Cl 1.8552 -1.6539 -10.3329
Cl -2.4744 -3.3923 -3.8108
Cl -4.3594 1.7462 4.9001
Cl 3.0449 -8.3001 -1.9837
Cl -7.5658 0.3708 -2.8949
Cl 3.2631 6.4740 -4.1530
Cl 10.6139 5.1564 1.3946
O 0.2546 2.2777 1.2438
O 5.9517 -1.7106 -3.7190
O 6.2482 -2.8368 -1.5190
N 1.0485 0.2904 -0.9371
N -1.2829 -0.6864 -1.0213
C -0.2709 0.0504 -0.1731
C 5.1934 -8.5515 -5.9345
C -3.8654 3.1325 5.8795
C -7.8793 0.9703 2.8724
C -3.6983 -3.0202 -5.0310
C 9.2791 6.2276 1.8375
C 2.4213 -0.1166 -10.9974
C 6.1295 -1.6424 -2.3781
C 3.7742 -2.8174 0.6273
C 6.2322 -0.1737 -1.5853
C 4.3199 -4.0955 -0.2767
C -2.7687 2.9436 1.6979
C -2.2767 1.3988 1.4357
C -1.3132 1.1655 -2.9823
C 10.2469 -0.7283 -2.0497
C -0.5016 -0.8378 4.0681
C -3.6397 0.1097 -1.8312
C -4.7517 -2.7850 4.8189
C -1.2884 -0.6163 8.5609
C 2.8457 2.1737 3.5238
C 4.1288 0.3364 -5.9501
C 3.1699 -7.0725 -3.2496
C -0.9674 -1.9537 1.5780
C -7.0719 1.7571 -1.9156
C -1.9674 0.1465 -1.8699
C 1.2493 -2.0443 -0.2058
C -8.2033 -4.1450 6.5919
C 8.8656 6.8106 -2.5746
C -11.4907 0.4022 3.9557
C -15.3968 2.5736 3.1315
C 2.5734 4.5547 -0.7235
C 1.8999 -0.7826 -1.0264
C 2.1539 -2.9030 0.8554
C 0.2679 -1.1749 0.8302
C 4.9265 6.7149 -3.6053
C -0.7655 -2.1945 3.1869
C 5.0231 -3.6565 -1.6962
B -0.7520 1.2656 0.8288
H 3.2098 -0.2058 -5.7144
H -4.0849 1.2035 -1.8509
H -6.8724 1.4194 -0.8957
H 5.1743 -4.6363 0.3562
H -15.6402 3.2573 3.9485
H 2.3299 5.2384 0.0935
H 1.8796 -2.5623 1.9437
H 4.9520 -0.0529 -5.3461
H 0.9500 -0.5937 1.6131
H 2.7792 -7.4834 -4.1836
H 9.3846 5.9174 -2.9310
H 5.7883 -7.6357 -5.8981
H -1.1714 -1.6993 8.4741
H 9.6864 7.1350 2.2900
H 0.4954 -2.6876 -0.8678
H -8.6864 1.7069 2.8789
H -8.3486 -5.0235 5.9586
H 1.2200 1.2283 -1.3616
H -0.3501 -0.1216 8.2985
H -9.0332 -4.0575 7.2974
H -1.5136 -0.4143 4.5391
H 5.1947 0.4022 -1.6877
H 4.2201 -6.7989 -3.3775
H 6.5340 -0.3141 -0.4431
H 3.4854 -4.9177 -0.4361
H -3.3001 3.0671 2.7564
H -5.5815 -2.6975 5.5244
H 2.6731 2.5964 2.5311
H -12.3205 0.4896 4.6612
H 5.3822 -4.6625 -2.2192
H 8.6345 5.7146 2.5554
H 4.1722 -1.7907 0.2316
H -4.8969 -3.6635 4.1855
H -1.0670 -3.0286 1.0690
H -7.6799 0.6325 3.8923
H 4.2282 -3.1746 -2.4162
H 1.6183 0.6206 -10.9225
H -11.6359 -0.4764 3.3224
H 2.9535 -0.8067 -1.5871
H -1.8792 1.0045 -4.0111
H 0.4244 2.8468 0.4370
H -3.3694 -3.4132 -5.9961
H 3.2874 0.2216 -10.4233
H -4.0540 -0.4484 -2.7826
H 4.2669 -2.9598 1.7054
H -0.0142 0.0514 3.4820
H -2.2715 0.8578 2.4976
H -3.1034 0.8608 0.8019
H -7.8790 2.4937 -1.9091
H -0.1664 0.9287 -3.2170
H 5.0860 7.7779 -3.4088
H -14.8470 3.1091 2.3537
H -1.7728 -2.6749 3.5928
H 0.0814 -2.9923 3.4479
H 8.2080 6.5478 -1.7425
H -4.0381 -0.4660 -0.8903
H -1.3928 2.2693 -2.5742
H 10.5757 -1.1213 -3.0148
H 5.6060 -9.2298 -6.6854
H 7.1109 0.4059 -2.1341
H 3.1232 5.0902 -1.5013
H -1.8760 3.7143 1.7035
H 9.3032 -1.1983 -1.7621
H 1.8883 1.9762 4.0123
H -4.6419 -3.4902 -4.7434
H -3.6659 2.7947 6.8993
H -3.5367 3.3485 0.8889
H -4.6725 3.8691 5.8860
H 1.8245 -4.0471 0.7681
H 5.6110 6.3775 -4.3874
H -2.0115 -1.4306 1.4380
```

LUMO level, Ha: -0.135
Charge: +1
Largest force on an atom, eV Å⁻¹: 8.85
E_tot, a.u.: -19759.3488
Orbital gap, eV: 7.7